Density functional theory data (wB97M-V/def2-TZVPD) for a cluster of 2 separate species, C6H11I in total in a non-equilibrium geometry.

Calculated values
F_max = 4.01 eV/A
DFT total energy = -532.7129 Ha
net charge = 0
HOMO energy (alpha / beta) = -8.05 / -8.44 eV
gap between HOMO and LUMO (alpha / beta) = 0.2994 / 0.3129 Ha

Structure (XYZ):
```
18
Properties=species:S:1:pos:R:3:forces:R:3
C 0.767 -1.570 -0.049 2.50 0.22 0.62
C 1.136 -0.327 -0.265 -1.66 0.61 -0.21
C 1.688 -2.782 -0.019 -0.78 0.45 -2.51
C -0.914 1.555 1.284 2.72 -0.13 -1.49
C -1.046 1.837 -1.200 0.11 3.21 2.39
C -1.069 0.956 -0.052 0.71 -2.05 1.09
I -2.699 -0.492 0.025 0.72 0.42 -0.29
H -0.111 -1.843 0.427 -2.33 0.08 0.26
H 2.105 0.135 -0.573 -1.10 -0.33 0.17
H 2.680 -2.393 -0.283 -0.01 -0.83 -0.04
H 1.668 -3.204 0.975 0.05 -0.44 0.08
H 1.227 -3.482 -0.846 1.35 0.85 1.76
H -1.686 2.197 1.434 -2.75 1.66 1.10
H -0.720 0.842 2.014 -0.25 -1.16 1.53
H -0.037 2.201 1.279 0.32 0.06 -0.17
H -1.855 2.606 -1.260 -0.21 -1.15 -0.24
H -0.898 1.212 -1.991 0.45 -0.69 -2.96
H -0.235 2.550 -0.899 0.18 -0.80 -1.10
```
Positions in Å, forces in eV/Å.

Atomic partial charges in e from the natural (NBO) method, atoms 1 to 6: -0.28, -0.14, -0.63, -0.72, -0.74, 0.06

Density functional theory data (wB97M-V/def2-TZVPD) for a structure of composition C29H59AsCl2O10P2SV in a non-equilibrium geometry.

Calculated values
F_max = 1.94 eV/A
spin multiplicity = 4
DFT total energy = -7073.6954 Ha
net charge = +2
HOMO energy (alpha / beta) = -12.66 / -12.76 eV
⟨S²⟩ = 3.756
gap between HOMO and LUMO (alpha / beta) = 0.3298 / 0.3260 Ha

Structure (XYZ):
```
105
Properties=species:S:1:pos:R:3:forces:R:3
V -0.286 -0.027 -0.101 -0.12 0.94 1.20
C -0.948 3.237 4.354 0.06 -0.09 -0.05
C -2.081 2.676 3.522 0.02 0.15 0.08
C -2.706 3.727 2.631 0.01 -0.05 -0.08
O -1.574 1.633 2.607 -0.05 0.07 0.05
P -1.275 0.121 2.934 0.03 0.28 0.32
O -0.207 -0.372 2.025 -0.36 0.17 -0.02
C -2.835 -0.764 2.663 0.33 0.09 -0.35
P -3.305 -0.691 0.915 -0.66 -0.21 -0.46
O -2.200 -0.686 -0.092 -0.48 -0.34 0.57
O -4.159 0.619 0.738 -0.07 0.00 0.10
C -5.568 0.703 1.181 -0.11 0.07 -0.01
C -6.398 1.055 -0.032 0.06 -0.03 -0.05
C -5.698 1.732 2.283 0.12 0.02 -0.03
O -4.259 -1.923 0.749 0.24 -0.03 0.03
C -4.722 -2.344 -0.598 -0.07 -0.10 -0.10
C -3.757 -3.356 -1.182 -0.04 0.08 0.13
C -6.113 -2.899 -0.411 -0.05 0.04 0.10
O -0.967 0.136 4.454 0.05 -0.26 0.02
C -0.517 -0.943 5.367 -0.06 -0.22 0.08
C -1.724 -1.469 6.109 -0.06 0.10 -0.03
C 0.262 -2.023 4.647 -0.03 0.18 -0.16
H -1.320 4.078 4.939 0.02 -0.01 -0.01
H -0.148 3.594 3.701 -0.05 0.02 0.03
H -0.541 2.493 5.034 -0.01 0.03 0.01
H -2.835 2.220 4.167 -0.02 -0.10 -0.05
H -1.926 4.274 2.092 -0.05 -0.02 0.02
H -3.263 4.441 3.237 0.02 0.01 -0.03
H -3.391 3.271 1.915 0.02 0.04 0.04
H -3.630 -0.300 3.252 0.00 -0.04 0.03
H -2.727 -1.807 2.966 0.06 0.02 -0.03
H -5.860 -0.279 1.556 0.07 -0.06 0.01
H -6.081 2.019 -0.436 -0.03 -0.04 0.01
H -7.449 1.126 0.254 0.03 0.01 -0.03
H -6.304 0.299 -0.813 -0.02 0.03 0.03
H -5.548 2.739 1.890 -0.01 -0.03 0.03
H -4.983 1.560 3.091 -0.06 0.00 -0.03
H -6.702 1.679 2.703 0.02 0.01 -0.01
H -4.750 -1.451 -1.227 0.01 0.06 0.04
H -3.681 -4.226 -0.527 -0.01 0.02 -0.07
H -2.768 -2.919 -1.311 0.02 -0.02 0.00
H -4.129 -3.679 -2.156 0.00 0.00 0.04
H -6.086 -3.756 0.266 -0.02 0.03 -0.06
H -6.504 -3.226 -1.375 -0.01 0.00 0.04
H -6.791 -2.150 0.002 0.03 -0.04 -0.04
H 0.138 -0.418 6.057 0.03 0.13 -0.01
H -2.383 -2.033 5.442 0.03 0.00 0.05
H -2.289 -0.654 6.560 0.02 -0.04 0.00
H -1.393 -2.136 6.906 -0.03 -0.01 -0.04
H -0.385 -2.595 3.977 0.02 -0.03 0.01
H 0.678 -2.706 5.387 -0.04 0.01 0.00
H 1.079 -1.598 4.064 0.00 -0.04 0.03
O 2.679 -0.134 -1.490 -0.01 -0.05 -0.14
S 2.737 0.824 -0.428 0.11 0.16 0.01
C 5.057 -0.029 0.240 0.10 0.08 -0.06
C 5.751 1.210 -0.283 -0.19 0.10 -0.03
C 4.977 1.839 -1.445 -0.04 -0.09 0.20
C 3.574 2.272 -0.983 0.10 -0.03 0.04
H 4.975 -0.805 -0.521 -0.09 -0.03 0.01
H 5.545 -0.434 1.119 -0.10 -0.01 0.11
H 6.757 0.936 -0.602 -0.01 -0.02 0.01
H 5.845 1.934 0.531 0.08 -0.02 -0.02
H 4.874 1.122 -2.262 0.04 0.06 -0.05
H 5.509 2.706 -1.831 -0.05 0.08 0.00
H 2.976 2.710 -1.782 -0.02 -0.03 0.03
H 3.611 2.943 -0.122 -0.03 0.06 -0.09
O 1.474 1.155 0.225 0.65 -0.09 -0.23
O 3.686 0.312 0.696 0.03 -0.01 0.06
C -2.091 -0.007 -3.374 -0.06 0.02 0.28
As -0.331 -0.201 -2.557 -0.09 -0.12 -1.93
C 0.055 -1.997 -3.201 0.06 0.03 0.12
C 0.762 0.846 -3.844 -0.17 -0.11 0.06
C 0.391 0.630 -5.281 0.05 0.06 -0.07
C 1.019 -0.361 -6.034 -0.02 0.00 0.02
C 0.687 -0.555 -7.368 -0.01 0.01 0.01
C -0.273 0.247 -7.971 0.00 -0.02 0.01
C -0.896 1.246 -7.234 0.00 0.00 0.00
C -0.564 1.435 -5.900 0.01 -0.02 0.02
H -2.080 -0.449 -4.365 0.01 -0.01 -0.10
H -2.369 1.042 -3.457 -0.01 0.01 0.01
H -2.821 -0.516 -2.745 0.01 0.00 0.00
H -0.113 -2.036 -4.273 -0.03 0.00 -0.08
H -0.610 -2.709 -2.711 -0.02 0.00 0.04
H 1.089 -2.254 -2.982 0.02 -0.02 0.02
H 1.786 0.537 -3.658 0.11 0.03 0.05
H 0.661 1.898 -3.576 0.03 0.03 0.05
H 1.789 -0.973 -5.574 -0.03 0.01 -0.04
H 1.189 -1.325 -7.942 -0.02 0.04 0.02
H -0.525 0.102 -9.014 0.01 0.01 0.06
H -1.632 1.887 -7.703 0.03 -0.03 0.02
H -1.041 2.229 -5.334 0.01 -0.01 -0.04
C -2.860 3.299 -1.443 -0.02 -0.02 -0.02
C -1.415 2.959 -1.158 -0.15 -0.04 0.04
O -1.307 1.904 -0.182 0.23 0.09 0.08
H -2.920 3.972 -2.302 -0.02 -0.01 0.08
H -3.327 3.794 -0.590 0.00 -0.02 -0.03
H -3.421 2.390 -1.669 0.00 0.03 -0.01
H -0.866 3.836 -0.811 0.10 0.00 0.04
H -0.926 2.591 -2.055 0.09 -0.07 -0.04
H -1.576 2.224 0.690 -0.01 -0.02 0.03
Cl 1.058 -2.067 0.004 0.36 -1.03 0.08
C 0.364 -3.690 0.380 -0.20 0.07 0.05
Cl -1.200 -3.653 1.182 0.11 0.09 0.05
H 1.071 -4.187 1.029 0.14 0.04 0.03
H 0.248 -4.211 -0.560 0.04 0.02 -0.11
```
Positions in Å, forces in eV/Å.

Atomic partial charges in e from the Mulliken method, atoms 1 to 6: 0.59, -1.54, 0.68, -1.07, 0.08, -0.30

Density functional theory data (wB97M-V/def2-TZVPD) for a cluster of 2 separate species, C3H4N2O in total in a non-equilibrium geometry.

Calculated values
F_max = 2.83 eV/A
DFT total energy = -301.2116 Ha
net charge = 0
HOMO energy (alpha / beta) = -9.66 / -7.05 eV
gap between HOMO and LUMO (alpha / beta) = 0.3791 / 0.1699 Ha

Structure (XYZ):
```
10
Properties=species:S:1:pos:R:3:forces:R:3
C -1.647 -1.164 0.126 0.39 -1.65 -1.05
C -0.625 -0.539 -0.537 -0.70 -2.73 0.29
C -1.735 0.206 -0.032 0.13 2.32 0.50
N 1.809 0.851 -0.172 0.02 0.77 -1.55
N 1.902 -0.145 0.637 0.48 -1.18 2.33
O -2.081 1.325 0.121 -1.17 0.48 0.22
H -2.236 -2.090 0.402 0.89 1.37 -0.11
H 1.951 1.755 0.225 0.12 0.48 -0.24
H 1.329 0.694 -1.048 -0.14 0.76 0.06
H 1.332 -0.892 0.278 -0.01 -0.63 -0.44
```
Positions in Å, forces in eV/Å.

Atomic partial charges in e from the natural (NBO) method, atoms 1 to 6: -0.28, -0.03, 0.42, -0.55, -0.46, -0.41

Density functional theory data (wB97M-V/def2-TZVPD) for an isolated molecule of CH3N5 in a non-equilibrium geometry.

Calculated values
F_max = 5.31 eV/A
DFT total energy = -313.6132 Ha
net charge = 0
HOMO energy = -9.02 eV
gap between HOMO and LUMO = 0.3633 Ha

Structure (XYZ):
```
9
Properties=species:S:1:pos:R:3:forces:R:3
N -0.655 1.394 0.993 -1.95 -0.75 0.06
C -0.274 0.436 0.249 1.36 -1.29 0.04
N -0.412 -1.001 0.122 -0.64 0.55 1.28
N 0.580 -1.535 -0.640 -2.40 -2.07 0.29
N 1.164 -0.654 -1.222 1.26 3.16 0.64
N 0.708 0.577 -0.648 3.63 0.23 -3.87
H -1.541 1.092 1.414 0.40 0.39 0.51
H -0.922 -1.655 0.713 0.25 0.63 -0.16
H 1.352 1.346 -0.981 -1.91 -0.86 1.20
```
Positions in Å, forces in eV/Å.

Atomic partial charges in e from the natural (NBO) method, atoms 1 to 6: -0.75, 0.52, -0.47, -0.01, -0.02, -0.47

Question: Which of these has the lowest DFT total energy?
Answer: C29H59AsCl2O10P2SV